No. 1
Computed, not measured: the molecule C4H7NO2 in a non-equilibrium geometry, with the ωB97M-V functional and the def2-TZVPD basis.

Each line ends with the natural charge from an NBO analysis.
Cartesian coordinates (Å):
O 2.491 0.158 -0.745  -0.700
O 1.297 1.790 -1.635  -0.563
N -0.791 0.947 -0.005  -0.333
C 1.346 0.775 -0.989  0.749
C 0.193 -1.275 0.260  -0.721
C -1.893 0.490 0.756  -0.450
C 0.144 0.155 -0.191  0.169
H 1.293 -1.690 0.163  0.257
H 3.278 0.470 -1.338  0.512
H -2.161 -0.471 0.593  0.180
H -1.579 0.806 1.755  0.221
H -0.254 -1.465 1.244  0.235
H -2.777 1.136 0.460  0.207
H -0.586 -1.826 -0.328  0.237

## Properties
Calculated total energy (Ha): -361.81378
LUMO (eV): 0.6439
ΔE to the lowest compared entry with this formula, charge and spin (kcal/mol): 42.09
Highest occupied orbital energy (eV): -9.81
Total charge: 0
Gap between HOMO and LUMO (eV): 10.450
SMILES: C/N=C(\C)C(=O)O

No. 2
Computed, not measured: the molecule C4H7NO2, with the ωB97M-V functional and the def2-TZVPD basis.

Each line ends with the natural charge from an NBO analysis.
Cartesian coordinates (Å):
O 1.785 -0.521 1.301  -0.493
O -0.355 1.672 0.689  -0.619
N 1.573 0.736 -0.723  -0.891
C 1.163 -0.216 0.330  0.737
C -1.376 -1.046 0.693  -0.615
C -0.451 1.017 -0.338  0.438
C -0.248 -0.500 -0.163  -0.408
H -0.111 -1.084 -1.087  0.221
H -0.790 1.453 -1.290  0.140
H 1.825 0.365 -1.628  0.401
H -1.595 -0.321 1.479  0.238
H -2.272 -1.141 0.062  0.213
H -1.167 -2.019 1.139  0.225
H 2.018 1.605 -0.464  0.413

## Properties
Calculated total energy (Ha): -361.80100
LUMO (eV): 0.6729
ΔE to the lowest compared entry with this formula, charge and spin (kcal/mol): 50.11
Highest occupied orbital energy (eV): -9.60
Total charge: 0
Gap between HOMO and LUMO (eV): 10.278
SMILES: C[C@@H](C=O)C(N)=O

No. 3
Computed, not measured: the molecule C4H7NO2, with the ωB97M-V functional and the def2-TZVPD basis.

Each line ends with the natural charge from an NBO analysis.
Cartesian coordinates (Å):
O 1.080 -2.422 -0.454  -0.557
O -1.131 1.664 0.313  -0.491
N 0.193 -1.641 0.252  -0.138
C -0.021 -0.493 -0.249  0.188
C -0.389 1.358 1.482  -0.100
C -0.937 0.297 0.639  0.023
C 0.454 0.211 -1.497  -0.704
H 1.087 -3.201 0.117  0.477
H 1.534 0.396 -1.521  0.237
H 0.198 -0.298 -2.433  0.241
H -0.846 1.673 2.421  0.190
H -0.075 1.161 -1.432  0.252
H -1.831 -0.223 0.953  0.204
H 0.685 1.518 1.407  0.179

## Properties
Calculated total energy (Ha): -361.74171
LUMO (eV): 1.0005
ΔE to the lowest compared entry with this formula, charge and spin (kcal/mol): 87.32
Highest occupied orbital energy (eV): -9.52
Total charge: 0
Gap between HOMO and LUMO (eV): 10.521
SMILES: C/C(=N\O)[C@H]1CO1

No. 4
Computed, not measured: the molecule C4H7NO2, with the ωB97M-V functional and the def2-TZVPD basis.

Each line ends with the natural charge from an NBO analysis.
Cartesian coordinates (Å):
O -2.416 0.805 -0.182  -0.592
O 2.858 0.279 -0.438  -0.509
N -1.798 -1.374 -0.249  -0.837
C -1.544 -0.028 -0.244  0.679
C 2.241 0.369 0.584  0.452
C 0.822 -0.129 0.745  -0.508
C -0.076 0.322 -0.399  -0.499
H 0.919 -1.212 0.760  0.225
H -1.102 -2.050 0.011  0.386
H 0.239 -0.096 -1.347  0.238
H 2.690 0.810 1.495  0.107
H 0.423 0.239 1.693  0.220
H -0.033 1.402 -0.546  0.237
H -2.737 -1.729 -0.211  0.401

## Properties
Calculated total energy (Ha): -361.85748
LUMO (eV): 0.6458
ΔE to the lowest compared entry with this formula, charge and spin (kcal/mol): 14.67
Highest occupied orbital energy (eV): -9.91
Total charge: 0
Gap between HOMO and LUMO (eV): 10.556
SMILES: NC(=O)CCC=O